Entry from the OMol25 dataset: a cluster of 6 separate species, C14H43N3O6 in total at a distorted geometry (ωB97M-V with the def2-TZVPD basis set).

Computed properties:
SMILES string   COC[C@H](C)N.COC[C@H](C)N.COC[C@H](C)N.CO.CO.O
HOMO-LUMO gap   9.76 eV
Energy relative to the best compared isomer or geometry (same formula, charge and spin)   1.983 eV
Molecular weight   349.51 g/mol

CARTESIAN COORDINATES (ANGSTROEM)
C: -14.367 -6.663 7.648
O: -13.967 -7.007 6.313
H: -14.269 -7.563 8.326
H: -13.761 -5.793 7.922
H: -15.386 -6.232 7.597
H: -14.726 -7.498 5.969
C: -17.466 -9.756 1.283
O: -17.127 -10.012 2.648
H: -17.137 -8.768 0.893
H: -17.008 -10.488 0.576
H: -18.574 -9.596 1.150
H: -16.251 -10.434 2.769
O: -16.271 -7.936 4.762
H: -16.717 -8.599 4.240
H: -16.972 -7.298 4.925
C: -19.077 -6.766 2.329
C: -19.386 -5.510 3.214
C: -19.926 -5.848 4.514
O: -18.914 -6.722 5.164
C: -19.408 -7.444 6.311
N: -18.268 -4.525 3.340
H: -19.074 -6.453 1.235
H: -19.799 -7.588 2.388
H: -18.081 -7.191 2.573
H: -20.187 -5.082 2.644
H: -20.812 -6.452 4.438
H: -20.066 -5.060 5.211
H: -18.538 -8.019 6.697
H: -20.190 -8.095 5.909
H: -19.837 -6.803 7.005
H: -18.078 -4.119 2.436
H: -17.401 -4.852 3.724
C: -13.673 -3.363 6.617
C: -15.136 -3.206 6.156
C: -15.581 -1.787 5.949
O: -15.524 -1.206 7.200
C: -16.079 0.053 7.233
N: -15.420 -3.904 4.883
H: -13.382 -4.407 6.658
H: -13.706 -2.867 7.642
H: -13.041 -2.837 5.925
H: -15.778 -3.617 6.944
H: -16.604 -1.821 5.515
H: -14.993 -1.176 5.288
H: -16.212 0.333 8.240
H: -17.090 0.062 6.783
H: -15.466 0.731 6.740
H: -14.816 -4.739 4.841
H: -15.248 -3.246 4.147
C: -14.525 -10.605 5.822
C: -13.853 -10.272 4.510
C: -12.346 -10.324 4.668
O: -11.822 -10.091 3.399
C: -10.712 -9.204 3.258
N: -14.384 -11.089 3.367
H: -14.023 -9.998 6.545
H: -14.275 -11.585 6.256
H: -15.557 -10.509 5.819
H: -14.122 -9.262 4.275
H: -11.992 -11.272 4.920
H: -12.018 -9.610 5.341
H: -10.929 -8.278 3.869
H: -10.696 -8.886 2.200
H: -9.783 -9.724 3.622
H: -13.756 -11.011 2.539
H: -14.345 -12.064 3.590